1.
The following is a DFT calculation (ωB97M-V/def2-TZVPD) of a cluster of 12 separate species, C26H76O22 in total.

```
124
Properties=species:S:1:pos:R:3:forces:R:3
C -1.412646 5.489371 -2.473041 0.751 1.420 1.548
C -0.601938 4.352152 -2.947990 -1.236 -0.562 0.303
C -1.567942 3.319857 -3.424837 -0.133 -2.038 0.270
O 0.229955 4.761667 -3.979685 0.983 0.275 -1.060
H -0.724363 6.216042 -2.041415 -0.045 0.346 0.069
H -2.059234 5.170097 -1.655673 -0.425 0.137 -0.301
H -1.897981 6.001144 -3.304081 -0.448 -0.226 0.072
H 0.031301 3.911079 -2.178206 -0.022 0.123 0.180
H -0.966269 2.465707 -3.735496 -0.269 -0.358 -0.273
H -2.289995 3.552260 -4.207609 0.402 0.658 -0.331
H -2.212630 3.003446 -2.604859 0.151 -0.130 0.254
H -0.404531 5.051355 -4.639314 0.375 0.274 -0.605
C 2.343352 2.384239 -5.236385 0.296 -0.319 0.586
C 3.078536 2.759174 -3.910226 0.256 -2.903 -1.037
C 4.486923 2.116169 -3.749268 -0.170 1.121 -0.036
O 3.137668 4.111525 -3.825653 0.546 1.582 0.405
H 3.019143 2.418784 -6.090910 0.150 -0.262 0.061
H 1.539694 3.077798 -5.483769 -0.018 0.139 0.384
H 1.870695 1.408707 -5.122173 0.178 -0.242 -0.306
H 2.536343 2.337301 -3.063969 -0.645 -0.062 0.245
H 5.143008 2.390058 -4.575497 -0.010 -0.072 -0.111
H 4.538568 1.039564 -3.586923 -0.501 -0.062 -0.294
H 4.912535 2.566236 -2.852382 0.124 0.092 0.080
H 2.217525 4.349496 -3.961011 -0.332 0.956 0.036
O 3.635807 -0.263176 0.613006 -0.489 -0.573 -0.983
C 4.394202 -0.707913 -0.533154 0.003 -0.435 0.438
C 3.696317 -1.773971 -1.407432 -0.559 -0.434 1.745
O 2.979252 -2.773545 -0.592817 -0.200 1.289 -0.692
H 4.026830 0.583100 0.842190 -0.204 0.152 0.326
H 4.554712 0.167506 -1.162427 0.552 -0.150 -0.166
H 5.298449 -1.129664 -0.094337 0.453 0.103 -0.521
H 4.391363 -2.323384 -2.042388 0.197 0.453 -0.094
H 2.961678 -1.243989 -2.013656 -0.281 -0.428 -0.045
H 3.562321 -3.448288 -0.237357 0.354 0.097 -0.101
O -4.314288 -3.638864 2.983772 -0.271 -1.273 0.885
C -4.997420 -2.459993 2.784952 1.311 1.894 -0.288
C -4.026894 -1.277592 3.067391 -2.000 0.838 0.231
O -3.094762 -1.037484 2.036133 0.027 0.102 -0.124
H -3.696335 -3.679076 2.250211 0.281 -0.376 -0.460
H -5.253802 -2.354109 1.730837 -0.541 -0.077 -0.117
H -5.898681 -2.343735 3.386879 0.110 -0.368 0.175
H -3.545610 -1.353477 4.042436 0.087 -0.217 0.038
H -4.633615 -0.372082 3.060220 -0.194 0.191 0.340
H -2.413120 -1.698298 2.178521 0.796 -0.180 -0.355
O -3.002090 -2.209969 -1.575675 -0.461 0.450 1.329
C -4.183171 -1.522705 -2.044225 1.173 -0.426 -1.080
C -4.483350 -0.286841 -1.221291 0.747 -1.113 0.079
O -5.142620 -0.679079 -0.059580 -1.421 0.167 0.565
H -2.577450 -2.624628 -2.330223 -0.017 -0.354 -0.249
H -3.890871 -1.307548 -3.072024 -0.605 0.596 -0.295
H -5.013931 -2.227935 -2.068585 -0.259 0.194 0.200
H -5.098437 0.401834 -1.800512 0.020 0.115 0.207
H -3.535520 0.143463 -0.897927 0.216 0.539 -0.596
H -4.516891 -0.996654 0.595569 0.551 0.075 0.071
O -0.472859 1.575868 -0.124683 0.365 -0.441 -0.135
C -0.070413 0.500677 -0.950874 -1.045 0.223 -1.420
C -0.337384 -0.898893 -0.421915 -0.462 1.407 -0.807
O 0.535902 -1.105288 0.616260 0.971 -0.961 1.655
H 0.195024 1.733424 0.546666 0.043 -0.030 0.362
H -0.650297 0.619445 -1.866148 -0.290 0.047 -0.165
H 0.953432 0.631488 -1.301214 0.413 -0.176 0.365
H -0.201735 -1.606934 -1.239455 0.031 -0.211 -0.074
H -1.361375 -0.999877 -0.062278 0.006 0.082 0.028
H 1.396078 -1.339160 0.259894 0.462 -0.068 0.125
O -2.719935 -3.550104 0.813619 0.882 -0.576 0.574
C -1.384746 -4.073295 0.933530 -0.854 1.049 0.621
C -0.816004 -3.735768 2.334095 1.078 -0.614 -0.714
O -0.682276 -2.340144 2.695126 -1.507 -1.617 0.320
H -2.854472 -3.128380 -0.038230 -0.122 0.412 -0.757
H -1.460930 -5.148705 0.772933 0.430 -0.160 0.292
H -0.717711 -3.651794 0.181539 -0.078 0.123 -0.201
H 0.190637 -4.152923 2.306775 0.283 -0.136 0.077
H -1.320624 -4.336872 3.090491 -0.398 0.728 0.249
H -0.068803 -1.928474 2.082121 0.418 0.297 -0.621
O 0.612423 1.700541 3.796546 0.946 0.192 0.291
C 1.116365 0.370136 3.865328 -0.665 0.061 0.202
C 0.604154 -0.353960 5.143859 2.096 -0.495 -2.357
O -0.747442 -0.630508 5.062633 -1.331 0.881 0.996
H -0.257538 1.646297 3.394263 -0.684 0.145 -0.095
H 0.778954 -0.135826 2.960752 -0.087 -0.402 0.056
H 2.203015 0.388059 3.781885 0.121 0.096 0.422
H 0.980186 0.233825 5.981244 -0.907 -0.060 0.378
H 1.132156 -1.307071 5.114102 0.461 -0.177 0.432
H -0.897999 -1.365755 4.464008 0.285 -0.146 -0.275
O -2.747545 3.105571 -0.060900 -0.492 0.130 0.245
C -3.563837 2.736164 1.042123 1.186 0.255 0.803
C -2.754471 2.660116 2.423545 -1.544 1.238 -1.468
O -1.755141 1.680032 2.466509 -0.300 0.046 -0.228
H -1.995750 2.508589 -0.064107 0.518 -0.277 -0.102
H -4.339771 3.500377 1.086898 0.029 0.057 0.404
H -4.078091 1.793699 0.853975 0.037 -0.364 0.057
H -3.532372 2.532980 3.176403 0.075 -0.274 0.397
H -2.284329 3.626418 2.606112 0.070 -0.006 -0.086
H -2.214662 0.857842 2.280870 0.111 -0.920 -0.006
O -1.818572 -3.443658 -3.571828 0.524 -0.518 0.040
C -0.423668 -3.176634 -3.723074 1.113 -0.495 -0.057
C 0.549490 -4.234254 -3.090204 -1.695 0.585 0.331
O 0.439050 -5.488844 -3.690838 0.189 -0.859 -0.851
H -2.066024 -4.177861 -4.138677 -0.228 -0.007 0.006
H -0.217323 -3.149084 -4.793015 0.212 0.381 -0.092
H -0.278218 -2.204140 -3.252741 0.182 -0.020 -0.226
H 0.237509 -4.367056 -2.054288 0.205 0.329 0.401
H 1.606773 -3.971899 -3.128020 -0.178 0.490 -0.063
H -0.398119 -5.604828 -4.146131 -0.039 -0.009 0.124
O 1.959840 6.308393 1.083241 0.313 0.071 -0.190
C 1.123956 5.228123 0.677753 1.101 0.345 0.036
C 0.869279 4.328799 1.870407 -1.979 0.017 -1.287
O 1.967287 3.563487 2.240033 1.121 0.714 -0.402
H 2.824719 5.895477 1.138754 0.300 0.356 0.283
H 0.271360 5.699131 0.188533 -0.482 -0.378 0.551
H 1.654557 4.698842 -0.113723 -0.051 -0.461 -0.148
H 0.069564 3.661301 1.549473 -0.462 -0.249 0.026
H 0.418318 4.966283 2.630898 0.384 -0.001 0.557
H 1.672767 2.940485 2.908403 -0.353 -0.494 0.495
O 3.418775 -2.208387 2.837513 0.124 -0.745 0.488
C 4.344846 -3.291846 2.709493 -0.406 0.596 -2.514
C 4.630154 -3.865310 4.014023 -0.808 1.079 2.275
O 5.256880 -5.100560 3.996288 0.619 -0.693 -0.610
H 3.278388 -1.880782 1.946130 -0.045 0.470 -0.129
H 3.937712 -4.078320 2.074020 -0.276 -0.264 -0.186
H 5.212212 -2.901582 2.177086 0.511 -0.141 0.146
H 3.654832 -3.906279 4.498992 -0.248 -0.254 0.197
H 5.159808 -3.092652 4.571301 0.512 -0.120 0.350
H 5.104242 -5.573292 4.817765 -0.041 0.180 0.006
```
Forces are in eV/Å.

Output
**Energy relative to the best compared isomer or geometry (same formula, charge and spin)**: 26.8 kcal/mol
**Kohn-Sham gap**: 8.9 eV
**HOMO**: -9.148 eV
**Energy**: -2691.3154 Ha

=====

2.
The following is a DFT calculation (ωB97M-V/def2-TZVPD) of the molecule C4H8O2.

```
14
Properties=species:S:1:pos:R:3:forces:R:3
C 2.048453 0.479280 -0.641705 0.299 0.101 -0.035
O 0.690194 0.126484 -0.703806 -0.054 -0.021 -0.061
C 0.204079 -0.379089 0.515467 -0.095 -0.074 0.212
C -1.257842 -0.728910 0.314863 0.010 -0.063 -0.001
C -2.108328 0.469080 -0.056307 -0.324 -0.079 -0.038
O -3.293511 0.394942 -0.272570 0.465 0.050 0.080
H 2.319948 0.898506 -1.613056 -0.014 -0.064 0.149
H 2.685371 -0.395740 -0.437449 -0.123 0.114 -0.026
H 2.235146 1.233203 0.138602 -0.048 -0.094 -0.104
H 0.317539 0.375374 1.315016 -0.014 -0.074 -0.132
H 0.779812 -1.266698 0.824909 -0.098 0.115 -0.050
H -1.680969 -1.177731 1.221456 0.048 0.069 -0.105
H -1.360802 -1.471440 -0.484710 0.006 0.092 0.088
H -1.579088 1.442734 -0.120710 -0.058 -0.071 0.025
```
Forces are in eV/Å.

Output
**Energy relative to the best compared isomer or geometry (same formula, charge and spin)**: 36.6 kcal/mol
**Kohn-Sham gap**: 10.7 eV
**HOMO**: -9.725 eV
**Energy**: -307.6541 Ha